[1]
Entry from OMol25: a structure of composition C30H42BrClMgN2P2 in a non-equilibrium geometry (ωB97M-V/def2-TZVPD).

Structure (ORCA input):
```
! wB97M-V def2-TZVPD RIJCOSX def2/J DEFGRID3
* xyz 2 1
C 2.495 -4.304 1.836
C 3.086 -3.161 1.249
C 3.951 -3.392 0.151
C 4.058 -4.694 -0.394
N 3.398 -5.710 0.129
C 2.651 -5.568 1.207
C 2.777 -1.772 1.712
C 2.342 -0.665 2.045
C 1.904 0.745 2.340
C 0.716 1.521 1.931
C 0.583 2.960 2.120
C 1.593 3.615 2.822
C 2.628 2.848 3.437
C 2.779 1.468 3.181
Mg -0.389 0.885 0.103
P -0.549 -1.414 -1.041
H 4.479 -2.543 -0.292
H 1.878 -4.185 2.733
H 4.659 -4.861 -1.290
H 2.112 -6.440 1.583
H 3.573 0.820 3.596
H -0.262 0.966 2.003
H 3.353 3.283 4.122
H -0.306 3.485 1.723
C -1.876 -1.146 -2.242
C -1.924 -2.173 -3.351
H -1.773 -0.144 -2.680
H -2.812 -1.121 -1.676
H -2.740 -1.937 -4.041
H -1.002 -2.203 -3.931
H -2.100 -3.182 -2.970
C 0.944 -1.913 -1.967
C 1.020 -3.380 -2.324
H 1.819 -1.646 -1.357
H 1.002 -1.282 -2.863
H 1.899 -3.562 -2.954
H 1.123 -4.004 -1.433
H 0.143 -3.723 -2.879
C -0.961 -2.757 0.102
C -1.739 -3.901 -0.506
H -1.541 -2.338 0.935
H -0.016 -3.088 0.543
H -1.991 -4.625 0.275
H -2.670 -3.563 -0.960
H -1.165 -4.432 -1.269
Br 1.514 5.612 2.983
P 0.862 2.024 -1.925
C 0.931 1.294 -3.585
C 0.860 2.284 -4.748
H 0.102 0.574 -3.684
H 1.841 0.689 -3.671
H 0.795 1.751 -5.708
H -0.029 2.917 -4.668
H 1.750 2.929 -4.804
C -0.057 3.589 -2.106
C 0.782 4.831 -2.399
H -0.630 3.735 -1.174
H -0.816 3.450 -2.887
H 0.148 5.726 -2.319
H 1.605 4.937 -1.683
H 1.186 4.833 -3.424
C 2.576 2.395 -1.419
C 3.526 2.780 -2.552
H 2.945 1.500 -0.894
H 2.527 3.163 -0.638
H 4.539 2.915 -2.144
H 3.571 1.982 -3.304
H 3.230 3.735 -3.018
Cl -4.243 0.923 4.714
C -3.812 1.200 3.089
C -4.807 1.485 2.152
C -4.398 1.584 0.821
C -3.046 1.442 0.446
N -2.169 0.962 1.360
C -2.485 1.005 2.686
H -5.841 1.566 2.466
H -5.116 1.715 0.016
H -2.663 1.607 -0.603
H -1.711 0.821 3.444
*
```

For the maximum force, the calculation gives 0.0431 Eh/bohr. Its HOMO-LUMO gap is 0.2935 Ha. The value obtained for the LUMO energy is -0.2234 hartree. Its total energy is -5194.28663 hartree.


[2]
Entry from OMol25: a cluster of 11 separate species, C30H42Cl9F5O21S3 in total in a non-equilibrium geometry (ωB97M-V/def2-TZVPD).

Structure (ORCA input):
```
! wB97M-V def2-TZVPD RIJCOSX def2/J DEFGRID3
* xyz 0 1
O 1.352 2.372 0.417
C 1.494 1.188 0.178
O 2.089 0.756 -0.932
C 2.009 -0.657 -1.065
C 1.564 -1.023 0.372
F 2.559 -1.513 1.065
O 1.224 0.179 0.963
H 1.153 -0.998 -1.646
H 2.837 -1.189 -1.533
H 0.818 -1.805 0.515
O 2.655 2.386 -6.429
C 2.383 1.167 -6.346
O 2.707 0.315 -7.228
C 2.332 -1.017 -6.796
C 1.878 -0.798 -5.449
F 2.791 -1.222 -4.509
O 1.670 0.552 -5.359
H 1.466 -1.366 -7.358
H 3.099 -1.764 -7.002
H 0.935 -1.304 -5.240
O -4.592 -1.077 0.629
C -3.635 -0.731 1.343
O -3.250 0.518 1.546
C -1.943 0.595 1.966
C -1.756 -0.773 2.560
F -1.882 -0.738 3.888
O -2.718 -1.546 1.933
H -1.385 0.742 1.041
H -1.847 1.409 2.685
H -0.783 -1.184 2.291
O 0.271 -3.713 -1.640
C -0.649 -3.924 -0.934
O -1.977 -3.903 -1.417
C -2.839 -4.115 -0.387
C -2.015 -4.746 0.751
F -2.103 -6.076 0.717
O -0.701 -4.320 0.421
H -3.100 -3.089 -0.127
H -3.600 -4.799 -0.761
H -2.379 -4.425 1.726
O -1.458 -0.632 -1.162
C -1.807 -0.919 -2.314
O -2.959 -1.271 -2.645
C -3.024 -1.660 -4.003
C -1.872 -0.886 -4.642
F -2.048 0.398 -5.044
O -1.051 -0.738 -3.450
H -2.826 -2.720 -4.161
H -4.001 -1.370 -4.391
H -1.380 -1.430 -5.449
O -3.216 7.621 1.607
S -2.844 6.426 2.319
O -3.082 6.303 3.796
C -3.592 5.036 1.430
C -2.581 3.908 1.844
C -1.116 4.364 1.676
C -1.133 5.878 1.907
H -3.493 5.236 0.363
H -4.645 4.901 1.680
H -2.656 3.770 2.923
H -2.827 2.959 1.367
H -0.710 4.244 0.672
H -0.478 3.848 2.394
H -0.811 6.483 1.060
H -0.505 6.345 2.666
O -1.056 -4.863 3.610
S 0.252 -4.220 3.511
O 0.426 -2.884 2.995
C 1.145 -4.154 5.144
C 1.648 -5.582 5.276
C 1.898 -6.256 3.903
C 1.500 -5.399 2.728
H 0.580 -3.669 5.940
H 2.025 -3.521 5.031
H 2.504 -5.593 5.951
H 0.893 -6.075 5.887
H 1.463 -7.255 3.855
H 2.951 -6.485 3.741
H 1.006 -5.855 1.870
H 2.360 -4.797 2.434
O -1.675 6.429 -1.274
S -1.249 5.670 -2.474
O -1.113 6.325 -3.793
C 0.421 4.903 -2.175
C 0.258 3.467 -2.808
C -1.106 2.871 -2.376
C -2.163 3.982 -2.550
H 0.628 4.897 -1.105
H 1.238 5.523 -2.542
H 0.296 3.567 -3.893
H 1.123 2.968 -2.372
H -1.107 2.459 -1.367
H -1.317 2.034 -3.042
H -2.885 4.032 -1.736
H -2.766 3.838 -3.447
Cl 4.806 -5.411 1.167
C 4.586 -5.306 -0.598
Cl 3.466 -3.936 -0.839
Cl 4.057 -6.895 -1.222
H 5.551 -5.022 -1.017
Cl 1.994 -0.636 5.332
C 2.023 0.894 4.471
Cl 2.867 2.122 5.408
Cl 0.357 1.442 4.158
H 2.505 0.808 3.497
Cl 5.100 3.991 3.115
C 3.867 4.181 1.893
Cl 4.571 4.400 0.236
Cl 2.600 5.376 2.349
H 3.450 3.176 1.839
*
```

For the maximum force, the calculation gives 0.1272 Eh/bohr. Its HOMO-LUMO gap is 0.3382 Ha. The value obtained for the LUMO energy is -0.0160 hartree. Its total energy is -8583.93039 hartree. As for the SMILES: O=C1OC[C@@H](F)O1.O=C1OC[C@@H](F)O1.O=C1OC[C@@H](F)O1.O=C1OC[C@@H](F)O1.O=C1OC[C@@H](F)O1.O=S1(=O)CCCC1.O=S1(=O)CCCC1.O=S1(=O)CCCC1.ClC(Cl)Cl.ClC(Cl)Cl.ClC(Cl)Cl.


[3]
Entry from OMol25: a structure of composition C30H42CoN4O5 (ωB97M-V/def2-TZVPD).

Structure (ORCA input):
```
! wB97M-V def2-TZVPD RIJCOSX def2/J DEFGRID3
* xyz 2 2
Co -0.023 0.152 0.043
C -4.912 -3.662 -3.059
C -3.849 -2.630 -2.780
C -2.990 -2.180 -3.750
C -2.050 -1.155 -3.476
C -1.338 -0.413 -4.445
N -0.799 -0.856 -5.555
C -0.331 -2.234 -5.739
C 1.102 -2.364 -5.230
C 1.273 -2.007 -3.751
N 2.702 -2.095 -3.406
C 3.536 -1.141 -3.059
C 3.318 0.177 -2.597
C 4.321 1.100 -3.018
C 4.220 2.445 -2.817
C 5.247 3.436 -3.298
C 3.071 2.873 -2.129
C 2.124 2.028 -1.589
C 1.062 2.676 -0.830
N 0.182 2.144 -0.081
C -0.630 3.107 0.698
C -2.092 2.741 0.865
C -2.275 1.398 1.556
N -1.933 0.354 0.584
C -2.901 -0.308 0.073
C -2.825 -1.076 -1.166
C -3.771 -2.016 -1.505
C -1.871 -0.661 -2.149
O -0.901 0.097 -1.887
C 2.254 0.612 -1.725
O 1.537 -0.215 -1.089
H -4.887 -3.981 -4.100
H -5.907 -3.263 -2.858
H -4.783 -4.548 -2.435
H -3.100 -2.550 -4.765
H -1.203 0.648 -4.250
H -0.375 -0.165 -6.160
H -0.380 -2.486 -6.796
H -0.997 -2.905 -5.205
H 1.779 -1.756 -5.837
H 1.387 -3.408 -5.385
H 0.723 -2.713 -3.135
H 0.916 -1.012 -3.491
H 3.145 -2.961 -3.685
H 4.575 -1.415 -3.232
H 5.169 0.712 -3.576
H 6.052 2.939 -3.837
H 5.690 3.979 -2.463
H 4.803 4.173 -3.968
H 2.934 3.942 -1.983
H 1.076 3.765 -0.907
H -0.545 4.093 0.239
H -0.175 3.177 1.690
H -2.603 2.740 -0.100
H -2.556 3.518 1.476
H -3.298 1.275 1.917
H -1.601 1.323 2.404
H -3.885 -0.228 0.542
H -4.503 -2.306 -0.754
C 1.111 -2.829 -0.036
O 0.136 -2.029 0.622
C -0.123 -2.618 1.898
C -0.858 -1.613 2.726
O -0.195 -0.371 2.605
C 0.896 -0.206 3.509
C 1.791 0.878 2.970
O 2.230 0.533 1.666
C 3.534 -0.025 1.632
H 0.710 -3.827 -0.234
H 1.378 -2.328 -0.948
H 2.003 -2.922 0.590
H -0.724 -3.527 1.788
H 0.831 -2.899 2.353
H -1.860 -1.473 2.326
H -0.944 -1.926 3.770
H 0.516 0.059 4.501
H 1.460 -1.141 3.596
H 1.258 1.829 2.903
H 2.634 1.016 3.652
H 4.286 0.715 1.915
H 3.614 -0.889 2.301
H 3.715 -0.354 0.611
*
```

For the maximum force, the calculation gives 0.0181 Eh/bohr. Its HOMO-LUMO gap (alpha / beta) is 0.2636 / 0.2631 Ha. Its expectation value of S² is 0.75. The value obtained for the LUMO energy (alpha / beta) is -0.2105 / -0.2105 hartree. Its total energy is -3145.83479 hartree.


[4]
Entry from OMol25: a structure of composition C30H42CrN2O2P2 in a non-equilibrium geometry (ωB97M-V/def2-TZVPD).

Structure (ORCA input):
```
! wB97M-V def2-TZVPD RIJCOSX def2/J DEFGRID3
* xyz 0 5
P 0.136 -1.768 -5.374
P 0.218 2.255 -4.998
C -0.342 -0.271 -6.274
C 0.687 0.871 -6.099
H -1.359 0.054 -5.989
H -0.403 -0.565 -7.341
H 1.657 0.488 -5.729
H 0.922 1.273 -7.112
C -1.132 3.140 -5.856
H -1.490 3.991 -5.267
H -1.996 2.497 -6.052
H -0.767 3.529 -6.814
C 1.630 3.371 -5.095
H 1.478 4.029 -5.968
H 2.554 2.792 -5.237
H 1.730 3.993 -4.193
C -0.978 -3.154 -5.636
H -0.845 -3.886 -4.824
H -0.715 -3.637 -6.590
H -2.027 -2.833 -5.682
C 1.734 -2.275 -6.043
H 2.408 -1.425 -6.204
H 1.572 -2.749 -7.024
H 2.216 -3.016 -5.394
Cr 2.137 0.391 0.111
C -0.406 1.971 -3.324
C -1.835 1.848 -3.113
C -2.621 0.669 -3.394
C -2.267 -0.601 -2.490
C -1.315 -1.541 -3.046
C -0.002 -1.337 -3.612
C 0.992 -0.269 -2.911
C 0.474 1.029 -2.373
C 1.803 -1.595 0.653
H -0.176 2.976 -2.918
H -2.323 2.704 -2.648
H -2.583 0.360 -4.470
H -3.691 0.914 -3.176
H -2.015 -0.246 -1.468
H -3.211 -1.180 -2.360
H -1.618 -2.597 -2.998
H 0.581 -2.254 -3.364
H 1.842 -0.074 -3.581
H 1.448 -0.814 -2.062
H -0.116 0.848 -1.466
H 1.364 1.584 -2.032
H 2.660 -1.910 1.288
H 1.667 -2.327 -0.162
H 0.887 -1.596 1.281
O 1.594 2.961 0.661
C 0.774 2.388 1.389
N -0.087 2.904 2.355
C -0.274 1.862 3.345
C -0.226 0.653 2.393
O -0.867 -0.384 2.483
N 0.628 1.010 1.361
C 0.966 1.837 4.245
C 1.733 0.686 4.390
C 2.956 0.765 5.067
C 3.403 1.982 5.589
C 2.574 3.105 5.522
C 1.328 3.028 4.890
C -1.564 2.050 4.126
C -1.655 1.644 5.462
C -2.788 1.980 6.212
C -3.826 2.706 5.617
C -3.782 3.009 4.247
C -2.649 2.655 3.497
H 0.076 3.873 2.620
H 1.400 -0.270 3.960
H 3.549 -0.144 5.169
H 4.378 2.045 6.087
H 2.887 4.060 5.948
H 0.654 3.893 4.862
H -0.828 1.094 5.926
H -2.848 1.679 7.259
H -4.690 3.018 6.208
H -4.609 3.522 3.755
H -2.601 2.885 2.427
*
```

For the maximum force, the calculation gives 0.0722 Eh/bohr. Its HOMO-LUMO gap (alpha / beta) is 0.1368 / 0.1366 Ha. Its expectation value of S² is 6.06. The value obtained for the LUMO energy (alpha / beta) is -0.0181 / -0.0181 hartree. Its total energy is -3155.21348 hartree.


[5]
Entry from OMol25: a structure of composition C30H42GeIrN7O6S2 in a non-equilibrium geometry (ωB97M-V/def2-TZVPD).

Structure (ORCA input):
```
! wB97M-V def2-TZVPD RIJCOSX def2/J DEFGRID3
* xyz 1 6
Ir -0.109 1.818 -1.643
N -1.656 3.088 -2.853
C -3.016 2.598 -3.106
C -3.867 2.693 -1.849
C -3.405 1.739 -0.758
N -2.070 2.084 -0.249
H -1.681 3.998 -2.400
H -1.115 3.169 -3.708
H -2.948 1.561 -3.433
H -3.490 3.180 -3.902
H -4.899 2.453 -2.101
H -3.852 3.719 -1.465
H -3.377 0.720 -1.144
H -4.131 1.767 0.061
H -1.851 1.517 0.565
H -2.024 3.076 -0.011
C 3.204 6.614 -0.236
N 2.064 5.741 -0.393
C 0.770 6.075 0.148
C -0.061 4.884 -0.303
O -1.264 4.780 -0.157
N 0.768 3.983 -0.911
C 2.002 4.535 -0.975
N 3.061 3.946 -1.508
H 2.862 7.645 -0.308
H 3.939 6.448 -1.022
H 3.681 6.475 0.737
H 0.386 7.014 -0.252
H 0.783 6.144 1.239
H 2.951 3.152 -2.143
H 3.920 4.463 -1.587
N 1.992 1.207 -0.695
H 1.853 0.306 -0.248
H 2.387 1.847 -0.017
H 2.632 1.087 -1.476
O -1.422 -0.142 -2.110
C -0.851 -0.788 -1.200
O -0.218 -0.161 -0.308
C -0.881 -2.295 -1.144
C 0.316 -2.851 -0.370
Ge 0.024 -2.977 1.610
C -1.477 -4.243 1.788
C -1.418 -5.468 1.122
C -2.461 -6.376 1.207
C -3.588 -6.067 1.957
C -3.663 -4.851 2.619
C -2.614 -3.947 2.536
C -0.212 -1.546 2.965
C -0.378 -2.034 4.262
C -0.559 -1.170 5.330
C -0.566 0.201 5.115
C -0.391 0.696 3.833
C -0.208 -0.171 2.763
C 1.677 -3.871 2.284
C 2.860 -3.140 2.320
C 4.028 -3.718 2.794
C 4.016 -5.031 3.240
C 2.840 -5.763 3.214
C 1.669 -5.183 2.741
H -0.913 -2.660 -2.169
H -1.823 -2.610 -0.682
H 1.223 -2.292 -0.598
H 0.493 -3.884 -0.673
H -0.543 -5.711 0.529
H -2.394 -7.324 0.690
H -4.403 -6.775 2.021
H -4.542 -4.610 3.203
H -2.684 -2.996 3.051
H -0.363 -3.104 4.434
H -0.692 -1.566 6.328
H -0.705 0.879 5.947
H -0.395 1.766 3.662
H -0.066 0.220 1.767
H 2.867 -2.110 1.978
H 4.946 -3.144 2.817
H 4.926 -5.483 3.613
H 2.828 -6.787 3.563
H 0.752 -5.759 2.729
C 2.027 1.515 -5.723
S 1.738 1.667 -3.973
O 0.949 2.883 -3.733
O 3.037 1.743 -3.312
O 0.982 0.465 -3.548
H 2.700 2.312 -6.024
H 1.078 1.600 -6.241
H 2.478 0.541 -5.891
S -1.000 0.217 -5.082
C -1.538 -1.275 -4.683
N -1.922 -2.349 -4.461
*
```

For the maximum force, the calculation gives 0.0316 Eh/bohr. Its HOMO-LUMO gap (alpha / beta) is 0.3032 / 0.2081 Ha. Its expectation value of S² is 8.77. The value obtained for the LUMO energy (alpha / beta) is -0.0867 / -0.1818 hartree. Its total energy is -4980.47789 hartree.